No. 1
C3H4CeLiO3 as an isolated structure, computed with wB97M-V/def2-TZVPD.

Output
- highest occupied orbital energy (spin up / spin down) (hartree) = -0.608 / -0.606
- E (a.u.) = -824.4410
- molecular weight (g/mol) = 235.12

Geometry as ORCA input:
```
! wB97M-V def2-TZVPD RIJCOSX def2/J DEFGRID3
* xyz 2 2
Ce -2.280 -0.248 0.142
O 1.410 -1.867 -1.396
O -0.535 -1.429 -0.487
O 1.260 -0.109 -0.067
C 0.718 -1.175 -0.645
C 0.508 0.780 0.744
C -0.416 1.668 0.127
Li -0.172 -2.980 -1.778
H -0.846 2.397 0.825
H -0.224 1.969 -0.909
H -0.423 -0.003 1.750
H 0.998 0.997 1.695
*
```



No. 2
One molecule with the formula C8H15N, computed with wB97M-V/def2-TZVPD.

Output
- highest occupied orbital energy (hartree) = -0.307
- E (a.u.) = -368.4089
- molecular weight (g/mol) = 125.21

Geometry as ORCA input:
```
! wB97M-V def2-TZVPD RIJCOSX def2/J DEFGRID3
* xyz 0 1
N -0.828 -0.441 -0.581
C 0.106 0.702 -0.398
C 1.706 -1.211 -0.763
C 0.613 -0.647 1.386
C -0.768 -1.066 0.781
C -2.187 -0.196 -0.942
C 1.296 -0.042 0.177
C 1.488 1.198 -0.722
C -0.397 1.751 0.679
H 1.623 2.276 -0.429
H -0.472 2.764 0.159
H -1.642 -0.767 1.400
H 1.641 -0.897 -1.887
H -2.738 -1.160 -0.899
H -1.304 1.480 1.280
H 0.492 1.874 1.356
H 1.046 -2.132 -0.650
H -2.230 0.280 -1.941
H -1.002 -2.142 0.606
H 2.060 0.917 -1.591
H -2.809 0.534 -0.353
H 1.134 -1.538 1.723
H 2.723 -1.544 -0.591
H 0.449 0.004 2.199
*
```



No. 3
One molecule with the formula C5H4N2O3, computed with wB97M-V/def2-TZVPD.

Output
- highest occupied orbital energy (hartree) = -0.337
- E (a.u.) = -528.0005
- molecular weight (g/mol) = 140.10

Geometry as ORCA input:
```
! wB97M-V def2-TZVPD RIJCOSX def2/J DEFGRID3
* xyz 0 1
O -2.436 1.642 0.202
O -0.619 2.894 0.212
O -0.019 -1.683 -0.189
N -2.069 -0.982 -0.526
N -1.240 1.806 0.145
C 1.779 -0.235 0.004
C 1.310 -1.517 -0.044
C 0.911 0.884 0.214
C -0.408 0.707 0.067
C -0.896 -0.655 -0.242
H 1.305 1.801 0.596
H 2.803 -0.198 0.278
H -2.264 -2.040 -0.592
H 1.843 -2.423 -0.124
*
```



It is found that the relative energy (zero: lowest compared OMol25 entry of this formula, charge and spin) values, taken in the order of the records, are 0.00; 430.07; 384.56 kJ/mol.